No. 1
Formula: C33H27ClIN4O3PtS
Source: OMol25
Level of theory: the ωB97M-V functional and the def2-TZVPD basis

Each line ends with the Mulliken charge.
CARTESIAN COORDINATES (ANGSTROEM)
Pt (-0.733, -0.125, -0.231)  1.78
O (-0.189, -1.237, 2.773)  -0.66
S (0.398, 0.064, 2.849)  1.56
O (-0.103, 1.002, 3.818)  -0.75
N (0.277, 0.719, 1.331)  -0.03
C (0.752, 2.020, 1.090)  0.53
C (1.303, 2.876, 2.018)  -0.76
C (1.826, 4.129, 1.633)  -1.14
C (1.803, 4.558, 0.340)  -0.98
C (1.217, 3.728, -0.641)  1.01
C (1.127, 4.078, -2.004)  -0.74
C (0.529, 3.231, -2.895)  -1.06
C (-0.002, 2.023, -2.424)  -0.15
N (0.070, 1.670, -1.159)  0.24
C (0.686, 2.480, -0.256)  -0.20
C (2.133, -0.129, 3.075)  -0.02
C (2.817, 0.649, 3.997)  -0.04
C (4.183, 0.462, 4.151)  -0.85
C (4.841, -0.493, 3.391)  -0.52
C (4.141, -1.273, 2.478)  -1.01
C (2.779, -1.096, 2.314)  -0.46
H (1.328, 2.606, 3.059)  0.62
H (2.254, 4.759, 2.402)  0.45
H (2.215, 5.516, 0.054)  0.45
H (1.536, 5.026, -2.332)  0.48
H (0.456, 3.472, -3.946)  0.47
H (-0.498, 1.338, -3.099)  0.43
H (2.281, 1.357, 4.614)  0.54
H (4.728, 1.054, 4.874)  0.42
H (5.906, -0.639, 3.517)  0.41
H (4.658, -2.025, 1.896)  0.64
H (2.216, -1.690, 1.605)  0.56
Cl (1.562, -2.988, -6.044)  -0.24
C (1.411, -2.344, -4.445)  0.46
C (2.526, -2.173, -3.672)  -0.46
C (2.427, -1.678, -2.360)  -0.31
I (4.110, -1.475, -1.165)  0.15
C (1.202, -1.338, -1.825)  0.34
O (1.038, -0.970, -0.563)  -0.21
C (0.063, -1.451, -2.652)  -0.09
N (-1.120, -1.016, -2.103)  0.74
C (-2.234, -1.255, -2.757)  0.16
C (-2.257, -1.841, -4.030)  -1.24
C (-1.083, -2.180, -4.641)  -0.86
C (0.132, -1.997, -3.948)  -0.06
H (3.495, -2.440, -4.071)  0.48
H (-3.166, -0.998, -2.284)  0.03
H (-3.211, -2.002, -4.510)  0.48
H (-1.073, -2.609, -5.633)  0.48
C (-3.602, 0.859, -0.554)  -1.18
N (-2.564, 0.749, 0.493)  -0.06
C (-2.434, 2.111, 1.079)  -1.24
C (-3.079, -0.171, 1.568)  -1.66
C (-2.758, -1.586, 1.219)  1.32
C (-3.498, -2.669, 1.672)  -0.73
C (-3.040, -3.960, 1.444)  -0.78
C (-1.844, -4.164, 0.772)  -0.85
C (-1.102, -3.085, 0.305)  -0.74
C (-1.570, -1.807, 0.536)  0.48
H (-4.487, 1.339, -0.134)  0.45
H (-3.888, -0.137, -0.871)  0.46
H (-3.232, 1.450, -1.390)  0.25
H (-3.415, 2.410, 1.455)  0.50
H (-2.123, 2.812, 0.307)  0.41
H (-1.733, 2.114, 1.900)  0.38
H (-4.146, 0.017, 1.702)  0.58
H (-2.565, 0.095, 2.493)  0.46
H (-4.420, -2.506, 2.218)  0.50
H (-3.615, -4.805, 1.798)  0.41
H (-1.481, -5.171, 0.607)  0.47
H (-0.163, -3.251, -0.209)  0.53

As for the net charge: +1. The HOMO energy is -10.790 eV. As for the calculated total energy: -81462.5755 eV.

No. 2
Formula: C2H6O3
Source: OMol25
Level of theory: the ωB97M-V functional and the def2-TZVPD basis

Each line ends with the Mulliken charge.
CARTESIAN COORDINATES (ANGSTROEM)
O (-1.632, -1.020, -0.098)  -0.52
C (-0.949, -1.176, -1.103)  0.28
O (0.287, -0.729, -1.135)  -0.43
H (-1.184, -1.675, -2.098)  0.29
H (0.625, -0.300, -0.325)  0.38
C (1.500, 1.656, 0.919)  -0.54
O (0.406, 0.759, 1.199)  -0.52
H (2.294, 1.718, 1.610)  0.25
H (1.777, 1.372, -0.068)  0.23
H (1.084, 2.682, 0.796)  0.26
H (-0.390, 1.245, 1.462)  0.31

As for the net charge: 0. The HOMO energy is -10.340 eV. Its structure (SMILES) is O=CO.CO. As for the calculated total energy: -8313.0665 eV.

No. 3
Formula: C18H18Cl2N3O6STi
Source: OMol25
Level of theory: the ωB97M-V functional and the def2-TZVPD basis

Each line ends with the Mulliken charge.
CARTESIAN COORDINATES (ANGSTROEM)
Ti (-0.909, 0.735, -0.269)  0.36
O (1.886, 2.002, 0.720)  -0.58
C (1.523, 2.569, 1.949)  -0.69
C (0.482, 1.716, 2.687)  -0.80
N (-0.722, 1.502, 1.888)  0.56
C (-1.428, 2.767, 1.646)  -0.93
C (-1.252, 3.259, 0.180)  0.74
O (-1.799, 4.291, -0.157)  -0.73
O (-0.472, 2.543, -0.542)  -0.59
C (-1.596, 0.538, 2.551)  -0.70
C (-2.839, 0.262, 1.647)  0.66
O (-3.861, -0.151, 2.161)  -0.75
O (-2.663, 0.530, 0.419)  -0.62
H (1.144, 2.184, 0.103)  0.51
H (1.148, 3.591, 1.798)  0.29
H (2.427, 2.625, 2.564)  0.50
H (0.229, 2.203, 3.648)  0.39
H (0.928, 0.738, 2.897)  0.39
H (-1.082, 3.565, 2.318)  0.59
H (-2.506, 2.653, 1.805)  0.43
H (-1.941, 0.901, 3.532)  0.41
H (-1.063, -0.410, 2.702)  0.29
Cl (1.198, 0.446, -1.745)  -0.16
C (0.683, 0.004, -3.339)  0.52
C (1.635, -0.352, -4.275)  -0.69
C (1.244, -0.683, -5.563)  -0.44
C (-0.098, -0.608, -5.907)  -0.65
C (-1.034, -0.242, -4.965)  0.11
Cl (-2.682, -0.136, -5.437)  -0.23
C (-0.693, 0.047, -3.628)  0.07
S (-1.908, 0.395, -2.462)  -0.32
H (2.677, -0.364, -3.991)  0.40
H (1.979, -0.994, -6.289)  0.35
H (-0.428, -0.828, -6.910)  0.39
N (3.334, -2.131, 1.891)  -0.34
C (2.225, -2.881, 2.223)  0.31
O (2.288, -3.723, 3.111)  -0.68
C (0.996, -2.562, 1.489)  0.61
C (-0.041, -3.525, 1.445)  -0.98
C (-1.180, -3.228, 0.714)  -0.83
C (-1.308, -2.002, 0.093)  -0.50
N (-0.362, -1.020, 0.214)  0.82
C (0.784, -1.341, 0.857)  -0.61
H (4.203, -2.458, 2.282)  0.25
H (3.382, -1.714, 0.979)  0.20
H (0.090, -4.461, 1.962)  0.46
H (-1.976, -3.950, 0.618)  0.42
H (-2.174, -1.754, -0.514)  0.46
H (1.528, -0.548, 0.899)  0.33

As for the net charge: -1. As for the spin multiplicity: 3. As for the expectation value of S²: 2.028. The HOMO energy (spin up / spin down) is -2.728 / -5.044 eV. As for the calculated total energy: -94714.5749 eV.

No. 4
Formula: ClH5N2Si
Source: OMol25
Level of theory: the ωB97M-V functional and the def2-TZVPD basis

Each line ends with the Mulliken charge.
CARTESIAN COORDINATES (ANGSTROEM)
N (-0.100, 1.266, -0.418)  -0.52
Si (0.793, -0.074, 0.402)  0.43
N (-0.061, -1.371, -0.421)  -0.49
Cl (2.783, 0.095, -0.034)  -0.24
H (0.094, 2.291, -0.385)  0.23
H (-1.052, 1.015, -0.206)  0.22
H (0.506, 0.109, 1.747)  -0.10
H (0.449, -2.019, -1.047)  0.25
H (-0.641, -1.914, 0.156)  0.23

As for the net charge: 0. The HOMO energy is -9.421 eV. Its structure (SMILES) is N[SiH](N)Cl. As for the calculated total energy: -23463.9804 eV.

No. 5
Formula: C9H12N2O3S
Source: OMol25
Level of theory: the ωB97M-V functional and the def2-TZVPD basis

Each line ends with the Mulliken charge.
CARTESIAN COORDINATES (ANGSTROEM)
C (2.123, -1.769, 3.115)  -0.70
O (0.787, -1.756, 2.537)  -0.29
C (0.474, -0.634, 1.979)  0.51
O (1.115, 0.472, 1.885)  -0.65
C (-0.976, -0.588, 1.705)  -0.22
C (-1.523, 0.390, 0.700)  -1.12
C (-0.875, 0.223, -0.727)  0.43
C (-0.150, 1.312, -1.300)  0.33
C (0.414, 2.444, -0.580)  -1.59
N (0.238, 1.211, -2.736)  -0.05
C (-0.201, 0.081, -3.494)  -0.10
S (0.136, -0.175, -5.141)  -0.40
N (-0.889, -0.974, -3.001)  -0.13
C (-1.196, -0.901, -1.661)  0.66
O (-1.448, -1.968, -1.191)  -0.61
H (2.084, -2.488, 3.990)  0.24
H (2.437, -0.740, 3.441)  0.31
H (2.857, -2.138, 2.486)  0.31
H (-1.298, -0.396, 2.779)  0.29
H (-1.376, -1.587, 1.399)  0.29
H (-2.558, 0.240, 0.702)  0.45
H (-1.376, 1.369, 1.101)  0.37
H (-0.063, 3.361, -0.977)  0.42
H (1.478, 2.317, -0.662)  0.36
H (0.169, 2.485, 0.422)  0.34
H (0.633, 1.992, -3.234)  0.27
H (-1.016, -1.782, -3.539)  0.27

As for the net charge: 0. The HOMO energy is -8.382 eV. Its structure (SMILES) is COC(=O)CCc1c(C)[nH]c(=S)[nH]c1=O. As for the calculated total energy: -29484.3643 eV.

No. 6
Formula: C5H10O2
Source: OMol25
Level of theory: the ωB97M-V functional and the def2-TZVPD basis

Each line ends with the Mulliken charge.
CARTESIAN COORDINATES (ANGSTROEM)
C (-1.691, -0.342, -0.408)  -1.36
C (-0.615, 0.063, 0.564)  0.20
C (0.293, 1.128, -0.078)  0.09
O (0.235, 1.289, -1.473)  -0.56
C (1.530, 0.259, 0.192)  -1.07
C (0.618, -0.795, 0.865)  0.06
O (0.532, -2.078, 0.311)  -0.53
H (-2.147, 0.642, -0.704)  0.28
H (-2.415, -1.004, 0.077)  0.40
H (-1.297, -0.827, -1.310)  0.31
H (-1.080, 0.424, 1.489)  0.36
H (0.010, 2.090, 0.379)  0.32
H (-0.591, 1.759, -1.599)  0.34
H (2.306, 0.701, 0.807)  0.27
H (1.965, -0.060, -0.767)  0.31
H (0.859, -0.874, 1.926)  0.26
H (1.358, -2.199, -0.156)  0.31

As for the net charge: 0. The HOMO energy is -9.497 eV. Its structure (SMILES) is C[C@@H]1[C@H](O)C[C@@H]1O. As for the calculated total energy: -9440.6552 eV.

Copy entry 6 word for word.
Formula: C5H10O2
Source: OMol25
Level of theory: the ωB97M-V functional and the def2-TZVPD basis

Each line ends with the Mulliken charge.
CARTESIAN COORDINATES (ANGSTROEM)
C (-1.691, -0.342, -0.408)  -1.36
C (-0.615, 0.063, 0.564)  0.20
C (0.293, 1.128, -0.078)  0.09
O (0.235, 1.289, -1.473)  -0.56
C (1.530, 0.259, 0.192)  -1.07
C (0.618, -0.795, 0.865)  0.06
O (0.532, -2.078, 0.311)  -0.53
H (-2.147, 0.642, -0.704)  0.28
H (-2.415, -1.004, 0.077)  0.40
H (-1.297, -0.827, -1.310)  0.31
H (-1.080, 0.424, 1.489)  0.36
H (0.010, 2.090, 0.379)  0.32
H (-0.591, 1.759, -1.599)  0.34
H (2.306, 0.701, 0.807)  0.27
H (1.965, -0.060, -0.767)  0.31
H (0.859, -0.874, 1.926)  0.26
H (1.358, -2.199, -0.156)  0.31

As for the net charge: 0. The HOMO energy is -9.497 eV. Its structure (SMILES) is C[C@@H]1[C@H](O)C[C@@H]1O. As for the calculated total energy: -9440.6552 eV.